Record 1
A molecular structure, C24H43IrN2P3S2. Source: the OMol25 dataset; level of theory: wB97M-V/def2-TZVPD.

- LUMO (alpha / beta) (eV) = -8.0 / -12.9
- Kohn-Sham gap (alpha / beta) (hartree) = 0.1957 / 0.1090
- total charge = +3
- E_HOMO (alpha / beta) (eV) = -13.29 / -15.88
- spin multiplicity = 5

Geometry (Å):
H 3.515 3.163 -0.235
C -0.138 1.008 -4.504
H 1.077 -3.209 6.138
C 1.398 -3.144 -6.220
C -2.304 -1.987 -1.041
H -3.430 -2.083 1.351
P -2.119 -0.525 0.024
H -0.033 -4.302 0.513
H -0.337 0.808 3.611
H 0.301 -2.700 -3.492
C -3.209 0.690 -0.807
S 1.081 -1.162 -1.306
H 0.058 -1.750 -7.104
P 2.191 1.241 0.464
H 1.856 -1.426 -7.393
H -0.617 0.757 -0.858
C 0.264 3.040 2.615
S 0.510 -3.793 3.166
H -2.243 1.138 3.197
H 1.115 3.468 2.080
C 0.466 0.080 5.490
H 3.122 0.029 2.357
H -3.594 1.436 -0.103
H -2.371 -1.136 2.415
H 1.033 -0.956 7.297
H 2.430 -3.497 -6.165
C 0.827 -1.051 6.231
H -2.650 1.197 -1.604
C 1.093 -2.039 -6.913
C 0.871 -2.298 5.586
H 1.938 3.148 -1.063
H 4.040 1.532 2.027
C 0.520 0.700 -3.309
H -1.250 -2.096 -5.355
H 2.466 1.592 2.884
H -1.781 -2.835 -0.584
C -2.340 1.951 2.468
H 2.062 3.718 0.621
H -3.214 1.751 1.838
C 3.490 0.447 -0.557
H 0.434 1.054 5.976
H 1.020 1.454 -2.713
C 0.036 -1.664 -3.703
H 0.432 -2.783 -0.242
H 0.653 2.408 3.422
C 0.612 -2.387 4.218
C 0.331 -1.227 3.455
H -1.685 4.283 0.798
H -3.376 -2.211 -1.116
C 2.438 2.985 -0.099
H 3.220 0.514 -1.617
C -0.761 -1.313 -4.774
H -0.314 3.866 3.060
H -2.517 2.890 3.017
H -1.988 3.069 -0.475
C 0.121 -0.028 4.147
N 0.041 -3.293 0.575
H -4.053 0.162 -1.274
H 4.443 0.963 -0.384
C 0.532 -0.639 -2.867
H -1.899 -1.791 -2.040
H -0.358 3.765 -0.284
C -1.254 3.429 0.254
N 0.242 -1.445 2.067
H -3.855 -0.401 1.745
H 3.587 -0.605 -0.272
P -0.809 2.094 1.443
H -1.349 0.261 -6.110
C -0.817 0.018 -5.193
H -0.125 2.028 -4.882
C -3.022 -1.082 1.535
C 0.244 -2.745 1.794
Ir 0.050 0.166 0.492
H 0.627 -3.789 -5.807
C 3.032 1.091 2.093



Record 2
11 unconnected molecules or ions with the total composition C36H50F12N15O27S12. Source: the OMol25 dataset; level of theory: wB97M-V/def2-TZVPD.

- LUMO (alpha / beta) (eV) = -5.7 / -5.7
- Kohn-Sham gap (alpha / beta) (hartree) = 0.0510 / 0.0508
- E_HOMO (alpha / beta) (eV) = -7.07 / -7.07
- spin multiplicity = 2

Geometry (Å):
H -8.026 -26.706 -8.445
H -3.767 -19.126 -12.672
S -1.077 -25.357 -10.725
O -9.783 -30.188 -7.128
H -4.166 -24.999 -9.226
F 2.714 -24.791 -10.658
O -6.294 -33.300 -10.408
H 0.147 -28.830 -10.817
F 0.081 -30.995 -1.925
S -0.366 -32.086 -3.077
H 0.387 -34.455 -12.246
C -8.692 -24.269 -12.394
S 0.446 -32.464 -5.257
O -4.419 -33.393 -11.272
C -5.306 -21.145 -11.692
H -1.741 -30.139 -13.611
C -9.054 -24.995 -6.768
S -4.667 -26.860 -13.757
H -3.298 -26.611 -8.578
F -10.317 -28.193 -8.142
H -5.695 -24.498 -11.436
O -2.128 -28.448 -1.717
C -5.707 -29.817 -7.819
S -1.301 -28.094 -4.330
H -8.905 -24.089 -17.149
H -0.359 -28.446 -12.384
H -1.952 -34.543 -10.187
C -9.673 -23.802 -10.143
H -5.589 -32.028 -8.544
H -7.620 -20.791 -12.803
C -1.425 -34.830 -11.096
C -9.371 -23.149 -13.000
H -4.847 -24.056 -7.959
S -0.792 -27.868 -2.074
N -0.250 -30.445 -12.062
C -5.514 -22.442 -12.093
O -3.997 -26.437 -11.105
F -1.896 -24.760 -11.918
N -6.476 -18.130 -14.420
N -5.054 -23.218 -9.883
H -5.562 -27.173 -7.371
H -1.736 -32.977 -13.351
S 3.613 -28.312 -7.342
H -7.360 -17.672 -16.250
O -11.018 -28.417 -5.886
H -6.012 -16.655 -15.931
O -2.088 -29.262 -4.801
N 2.163 -28.839 -6.583
H -5.893 -22.680 -13.076
N -4.639 -29.010 -7.683
N -0.056 -28.387 -3.276
F -6.787 -27.953 -4.797
H -3.126 -32.907 -8.438
C -7.919 -24.754 -14.636
C 0.232 -31.517 -11.323
C -4.948 -21.960 -9.443
H -7.612 -26.019 -13.015
C -5.061 -20.935 -10.298
C -8.370 -23.360 -16.541
O -4.006 -28.978 -11.436
F 1.783 -32.136 -6.073
H 1.299 -29.001 -12.156
H -4.604 -17.271 -14.340
O -4.617 -25.431 -13.690
O -1.792 -31.867 -3.316
N -0.468 -32.596 -11.702
N 0.709 -31.404 -4.262
O 1.488 -26.712 -10.351
S -8.348 -28.346 -5.013
O -9.124 -27.438 -4.156
O -1.806 -26.709 -4.383
H -6.041 -24.663 -8.982
C -3.493 -29.618 -8.085
H -1.856 -31.633 -8.486
H -5.058 -19.930 -9.904
H -4.699 -27.882 -6.002
C -5.666 -20.100 -12.612
C -9.696 -23.876 -8.751
O 0.565 -28.011 -8.301
O 3.730 -26.940 -7.678
F 0.300 -30.073 -7.332
H -2.044 -35.102 -11.951
O -3.431 -27.467 -14.151
C -7.978 -25.041 -13.291
F -0.346 -27.988 -5.627
C -7.381 -18.958 -13.919
H -2.493 -29.211 -8.093
C -5.222 -18.075 -13.967
F 4.364 -28.507 -5.875
S 1.222 -25.298 -10.183
H 1.146 -31.472 -10.749
C -5.002 -24.336 -9.001
S -4.627 -27.677 -11.639
N -8.313 -28.079 -6.489
F 0.126 -28.692 -1.029
O -0.722 -32.234 -6.111
O 4.366 -29.216 -8.200
O -0.627 -26.447 -1.780
S 1.454 -29.119 -7.899
N -8.482 -23.653 -15.099
C -8.827 -24.572 -10.963
N 0.359 -24.574 -11.185
H -9.500 -21.903 -14.753
N -9.001 -24.916 -8.241
S -9.867 -28.827 -6.728
O 0.047 -33.242 -2.395
C -3.469 -26.856 -7.529
C 0.265 -29.161 -11.848
C -1.275 -30.821 -12.916
C -4.799 -19.039 -12.978
N -3.813 -30.916 -8.374
H -1.207 -35.781 -10.609
H -2.810 -31.819 -9.863
H -7.328 -23.367 -16.861
H -9.965 -22.515 -12.358
H -7.464 -25.411 -15.363
O -1.749 -24.660 -9.678
C -5.452 -23.480 -11.170
H 0.476 -34.203 -10.517
C -5.194 -31.075 -8.223
H -8.118 -25.430 -6.419
H -4.711 -21.818 -8.399
C -2.871 -31.903 -8.778
O 0.742 -33.840 -4.902
C -8.149 -25.665 -10.332
O 1.291 -24.765 -8.830
C -6.854 -17.145 -15.441
C -8.375 -25.839 -8.986
H -2.568 -27.243 -7.054
N -5.249 -33.871 -10.531
H -7.547 -16.396 -15.059
C -1.313 -32.210 -12.718
O -4.957 -34.796 -9.719
H -9.895 -25.656 -6.556
O -8.294 -29.750 -4.608
F -5.549 -27.100 -15.084
H -8.899 -22.429 -16.742
H -7.706 -26.424 -10.960
H -8.396 -18.695 -14.180
H -9.194 -23.968 -6.429
H -10.460 -23.401 -8.153
O -1.242 -26.807 -11.013
C -4.662 -27.714 -7.078
C -0.170 -34.083 -11.387
H -3.682 -25.956 -6.952
F -5.751 -27.940 -10.468
C -6.932 -20.003 -13.072
H -6.697 -29.422 -7.645
N -5.694 -27.620 -12.716
O 1.870 -29.990 -8.994
C -9.160 -22.818 -14.291
H -10.329 -23.012 -10.479



Record 3
A single C5H7NOS molecule. Source: the OMol25 dataset; level of theory: wB97M-V/def2-TZVPD.

- LUMO (alpha / beta) (eV) = 0.9 / -2.4
- Kohn-Sham gap (alpha / beta) (hartree) = 0.1854 / 0.2463
- E_HOMO (alpha / beta) (eV) = -4.19 / -9.10
- spin multiplicity = 3

Geometry (Å):
H 2.152 1.855 -2.110
C 0.150 -0.560 -0.153
H 0.282 -2.597 -0.214
H 0.781 0.570 -2.677
C 1.277 1.139 -1.834
C -1.563 -1.925 0.339
N -0.266 -1.821 -0.063
H 0.637 1.649 -1.099
C -0.905 0.240 0.195
H -1.889 -2.879 0.497
S 1.847 -0.175 -0.593
H -3.122 -0.408 0.816
O 2.378 -1.383 -1.441
H -0.737 1.316 0.268
C -2.015 -0.638 0.478



Record 4
A gas-phase ion, C4H8NS (charge +1). Source: the OMol25 dataset; level of theory: wB97M-V/def2-TZVPD.

- structure (SMILES) = [NH3+][C@@H]1C[C@H]1C=S
- LUMO (eV) = -4.0
- Kohn-Sham gap (hartree) = 0.3086
- total charge = +1
- E_HOMO (eV) = -12.35

Geometry (Å):
S 0.827 0.863 -3.124
H -0.633 1.322 0.808
H 1.057 -1.086 1.236
H 1.745 0.168 1.398
N 0.794 -0.199 1.629
C -0.129 0.870 -1.892
H -1.001 1.553 -1.566
C 0.154 -0.114 -0.751
H -1.006 -1.684 0.331
H 1.071 -0.759 -0.966
C -0.213 0.308 0.686
H 0.437 0.066 2.551
H -2.041 -0.595 -0.331
C -1.062 -0.712 -0.008



Record 5
4 unconnected molecules or ions with the total composition C4H12O3. Source: the OMol25 dataset; level of theory: wB97M-V/def2-TZVPD.

- structure (SMILES) = C=CC=C.O.O.O
- LUMO (eV) = -0.1
- Kohn-Sham gap (hartree) = 0.3052
- E_HOMO (eV) = -8.41

Geometry (Å):
H -2.374 -0.954 0.642
O 2.234 0.654 2.558
H 0.411 0.120 2.859
H -3.707 -0.562 1.390
H 1.250 1.134 -0.240
H -0.183 -2.040 -2.918
H -0.590 -0.957 -0.729
O -3.223 -0.492 0.560
C -0.163 -0.036 -1.120
O -0.541 -0.111 2.803
H 2.306 1.600 2.662
H 2.334 0.417 1.631
C 0.620 -0.189 -2.368
H 1.059 0.700 -2.812
H -0.929 0.614 2.289
C 0.156 0.979 -0.288
H -0.358 1.746 0.272
C 0.570 -1.290 -3.134
H 1.127 -1.334 -4.057



Record 6
A single C5H7NO2 molecule. Source: the OMol25 dataset; level of theory: wB97M-V/def2-TZVPD.

- structure (SMILES) = O=C/C=C\C/C=N\O
- LUMO (eV) = -0.5
- Kohn-Sham gap (hartree) = 0.3285
- E_HOMO (eV) = -9.46

Geometry (Å):
N 2.137 -0.351 -0.464
C -2.046 -0.711 -0.110
H -2.565 1.257 -1.266
C 1.723 0.749 -0.021
C -1.820 0.697 -0.602
H 0.647 1.922 1.423
H 0.487 -1.131 0.175
H -2.952 -1.269 -0.469
O -1.198 -1.194 0.636
O 1.390 -1.461 -0.268
H -0.376 2.257 -0.658
C -0.728 1.363 -0.149
H 2.439 1.586 -0.451
H 0.325 0.331 1.696
C 0.454 1.026 0.856



Record 7
A molecular structure, C8H17ClINO4PYb. Source: the OMol25 dataset; level of theory: wB97M-V/def2-TZVPD.

- LUMO (alpha / beta) (eV) = -7.4 / -8.3
- Kohn-Sham gap (alpha / beta) (hartree) = 0.2741 / 0.2411
- total charge = +2
- E_HOMO (alpha / beta) (eV) = -14.83 / -14.83
- spin multiplicity = 2

Geometry (Å):
Cl -2.631 0.525 -0.216
C -0.627 -0.333 -3.896
N -0.361 -1.697 4.626
H -0.082 -1.829 3.620
H 2.105 1.817 -2.279
C -0.674 2.003 -2.347
H 2.599 0.237 -2.962
H -0.624 0.420 -4.693
O -0.686 -0.413 2.521
C -0.703 0.382 3.531
O 1.877 -1.239 -1.155
I 1.797 3.172 0.191
H -1.275 -0.040 5.565
C 1.406 0.327 0.832
H -1.716 1.890 -2.019
O 2.424 -0.131 1.092
C -0.432 -0.236 4.884
H -1.672 -0.535 -3.605
H -0.138 -1.244 -4.249
H -0.377 -1.987 0.149
P 0.214 0.404 -2.504
H 0.269 -2.159 5.275
H -0.612 2.361 -3.392
O -0.875 1.636 3.411
H -1.296 -2.106 4.778
C 0.674 -1.074 -1.447
H 0.488 0.164 5.318
H -0.115 2.683 -1.689
H -1.386 -1.911 -1.311
C 1.845 1.026 -2.994
H 1.725 1.442 -3.996
C -0.353 -2.043 -0.955
H -0.003 -3.055 -1.202
Yb -0.783 1.545 1.119



Record 8
A molecular structure, C4H5NO3. Source: the OMol25 dataset; level of theory: wB97M-V/def2-TZVPD.

- LUMO (eV) = 0.4
- Kohn-Sham gap (hartree) = 0.3566
- E_HOMO (eV) = -9.33

Geometry (Å):
H 1.528 1.484 -0.168
O -0.295 1.982 1.089
C -0.171 -1.471 0.485
C -0.738 -0.501 -1.228
O -0.979 -1.706 -0.680
O -1.023 -0.076 -2.302
C 0.116 0.046 -0.050
H 1.832 0.171 -1.161
H 0.754 -2.045 0.456
H -0.909 2.475 1.651
N 1.431 0.486 -0.294
H -0.727 -1.638 1.403
C -0.820 0.792 0.799



Record 9
A single CH6SSi molecule. Source: the OMol25 dataset; level of theory: wB97M-V/def2-TZVPD.

- structure (SMILES) = [SiH3]CS
- LUMO (eV) = 1.0
- Kohn-Sham gap (hartree) = 0.3694
- E_HOMO (eV) = -9.09

Geometry (Å):
S 1.332 -0.772 -1.399
H -2.037 0.455 1.275
H -0.929 0.264 -1.537
H 0.306 1.462 -0.969
H 1.420 -1.678 -0.449
H 0.089 -1.198 1.226
H 0.334 1.048 1.694
Si -0.507 0.084 1.006
C -0.008 0.335 -0.848



Record 10
2 unconnected molecules or ions with the total composition C2H6NO3. Source: the OMol25 dataset; level of theory: wB97M-V/def2-TZVPD.

- LUMO (eV) = 4.2
- Kohn-Sham gap (hartree) = 0.3077
- total charge = -1
- E_HOMO (eV) = -4.17

Geometry (Å):
H -1.287 1.226 -0.868
C -0.307 0.974 0.977
H -0.033 -0.828 -1.096
H 3.110 -0.854 -0.582
H -2.284 0.446 0.280
O -0.776 1.700 1.855
H 1.707 -0.348 0.031
N -0.969 -0.828 -0.719
O 2.174 -1.054 -0.544
H -0.984 -1.574 -0.034
O 0.920 0.691 0.805
C -1.271 0.449 -0.104



Record 11
A gas-phase ion, C4H6N3S (charge +1). Source: the OMol25 dataset; level of theory: wB97M-V/def2-TZVPD.

- LUMO (eV) = -4.3
- Kohn-Sham gap (hartree) = 0.3431
- total charge = +1
- E_HOMO (eV) = -13.62

Geometry (Å):
C 2.614 0.663 0.596
H 2.612 0.605 1.613
N -0.252 -0.623 -0.377
N 1.542 0.849 -0.041
S -0.772 1.936 0.130
N 0.351 -1.793 -0.276
H -3.046 1.662 0.062
H 3.499 0.947 0.005
C -2.234 -0.228 -0.417
C 0.256 0.550 -0.068
H 0.642 -2.232 -1.186
H -0.084 -2.362 0.420
H -2.896 -1.006 -0.439
C -2.232 1.033 -0.021



Record 12
A single C3H5N5 molecule. Source: the OMol25 dataset; level of theory: wB97M-V/def2-TZVPD.

- structure (SMILES) = [H]/N=C(/N)c1cnn[nH]1
- LUMO (eV) = 0.4
- Kohn-Sham gap (hartree) = 0.3666
- E_HOMO (eV) = -9.59

Geometry (Å):
H -1.155 1.948 0.879
N 1.901 1.149 -0.425
H 1.142 -1.448 1.529
N 1.703 -1.063 0.627
H -1.048 -1.624 -1.269
N -2.448 0.560 0.509
C -0.321 0.190 -0.281
H 2.711 -1.111 0.358
C -1.218 1.024 0.425
N -2.489 -0.609 -0.160
C 1.195 0.111 -0.115
H 1.188 1.614 -1.293
N -1.162 -0.741 -0.783



Record 13
A molecular structure, C26H23NOS5V. Source: the OMol25 dataset; level of theory: wB97M-V/def2-TZVPD.

- LUMO (alpha / beta) (eV) = -0.7 / -0.6
- Kohn-Sham gap (alpha / beta) (hartree) = 0.1976 / 0.1940
- E_HOMO (alpha / beta) (eV) = -6.07 / -5.87
- spin multiplicity = 2

Geometry (Å):
H 4.479 0.410 0.166
S 2.355 -1.554 1.134
H 0.894 -2.076 -2.512
H 0.070 3.490 1.485
H 3.258 -2.098 -2.757
V -0.734 -0.265 -0.172
C 1.682 2.795 2.720
C 2.067 1.498 -3.143
C 0.748 -0.105 -1.539
C 0.398 2.755 2.208
H -5.245 -3.545 2.186
C 3.550 0.455 -0.397
H -1.045 -0.208 -3.940
C -0.487 1.756 2.593
S -2.123 1.681 1.908
C -2.024 -0.118 -3.473
C 1.211 0.856 4.047
H 3.611 2.707 -0.651
H -3.150 -3.178 3.484
C 2.093 1.844 3.644
H -4.323 -1.376 -1.967
H 3.097 1.866 4.045
S -1.783 1.835 -0.161
H 2.363 3.572 2.400
H 1.962 1.294 -4.201
S -1.150 -0.503 4.094
H -2.798 -0.529 -4.119
H 4.217 1.754 -2.946
C -4.449 -2.931 1.788
C -3.291 -2.729 2.511
H 4.731 -0.394 -2.078
C 3.096 1.809 -0.990
H 0.069 1.991 -2.584
C 3.358 1.326 -2.428
C 2.372 -0.161 0.281
C 1.198 0.506 -0.223
H -2.226 0.921 -3.221
H 1.521 0.105 4.761
N -2.412 -1.384 0.763
O -1.771 -2.515 -2.382
C 1.557 1.862 -0.854
H -0.676 -2.648 3.155
C -2.282 -1.941 1.970
C 1.007 1.555 -2.258
S -1.932 -1.096 -1.999
C -1.012 -1.701 2.728
C -4.575 -2.349 0.533
C 2.794 -1.226 -2.310
H -0.185 -1.380 2.081
H -5.462 -2.489 -0.068
C -3.583 -0.928 -1.304
C 1.464 -1.217 -2.169
C -0.077 0.797 3.526
C 3.696 -0.123 -1.878
H 1.170 2.758 -0.376
H -3.759 0.144 -1.167
C -3.534 -1.581 0.052



Record 14
2 unconnected molecules or ions with the total composition CH5NP2. Source: the OMol25 dataset; level of theory: wB97M-V/def2-TZVPD.

- LUMO (alpha / beta) (eV) = -0.5 / -0.8
- Kohn-Sham gap (alpha / beta) (hartree) = 0.2989 / 0.2363
- E_HOMO (alpha / beta) (eV) = -8.62 / -7.23

Geometry (Å):
H -2.510 0.515 -0.179
H -1.990 -1.000 0.635
H -0.720 -0.286 -0.264
H 1.864 -0.338 -0.647
C -1.743 -0.225 0.001
N 1.508 1.265 1.157
P 0.069 1.664 1.628
H 3.403 0.390 0.584
P 2.428 0.883 -0.183



Number 1: strongest force on any atom 3.0 eV Å⁻¹. Number 2: strongest force on any atom 11.5 eV Å⁻¹. Number 3: strongest force on any atom 6.6 eV Å⁻¹. Number 4: strongest force on any atom 3.7 eV Å⁻¹. Number 5: strongest force on any atom 1.9 eV Å⁻¹. Number 6: strongest force on any atom 3.1 eV Å⁻¹. Number 7: strongest force on any atom 4.2 eV Å⁻¹. Number 8: strongest force on any atom 1.8 eV Å⁻¹. Number 9: strongest force on any atom 2.4 eV Å⁻¹. Number 10: strongest force on any atom 0.6 eV Å⁻¹. Number 11: strongest force on any atom 5.7 eV Å⁻¹. Number 12: strongest force on any atom 4.6 eV Å⁻¹. Number 13: strongest force on any atom 3.0 eV Å⁻¹. Number 14: strongest force on any atom 2.7 eV Å⁻¹.